ORCA calculation (wB97M-V/def2-TZVPD) on a structure of composition C19H33ClILaN2O2P2 in a non-equilibrium geometry.

Each line ends with the Mulliken charge.
CARTESIAN COORDINATES (ANGSTROEM)
C 2.367 0.005 -4.593  -0.532
C 1.992 -0.612 -3.396  0.703
H 2.901 -0.701 -5.276  0.390
H 3.031 0.860 -4.342  0.221
H 1.446 0.381 -5.086  0.223
O 1.861 -1.430 -2.575  -0.130
I -0.976 2.982 0.785  -0.419
La 0.369 1.151 -1.126  1.214
P -1.647 0.279 -2.922  0.557
C -2.443 -1.055 -1.953  -0.888
C -2.798 1.723 -2.759  -1.151
H -3.648 1.644 -3.460  0.400
H -2.552 -0.482 -5.062  0.426
H -2.208 2.631 -2.995  0.361
H -1.102 0.566 -5.224  0.304
H -2.564 -0.766 -0.896  -0.150
H -3.165 1.828 -1.719  0.317
C -1.569 -0.242 -4.646  -1.083
H -3.432 -1.330 -2.351  0.539
H -0.911 -1.118 -4.713  0.320
H -1.787 -1.941 -1.957  0.335
P 3.129 1.736 -0.666  0.580
C 3.514 0.768 0.845  -1.119
C 4.567 1.624 -1.752  -1.138
H 2.419 4.044 -0.838  0.345
H 3.960 3.946 0.099  0.400
H 2.370 3.519 0.865  0.354
C 2.973 3.481 -0.062  -1.162
H 4.368 2.229 -2.647  0.308
H 5.491 1.963 -1.271  0.433
H 4.438 1.114 1.332  0.492
H 3.622 -0.294 0.567  0.197
H 4.678 0.580 -2.074  0.305
H 2.681 0.831 1.567  0.338
Cl 0.840 2.831 -3.181  -0.507
C -1.054 -1.962 4.633  -0.940
N -0.256 -1.807 3.428  0.008
N -0.762 -1.313 2.274  1.031
C 0.208 -1.296 1.316  0.140
O 0.008 -0.771 0.170  -0.579
C 1.356 -1.870 1.925  -0.938
C 1.030 -2.145 3.233  0.492
C 1.865 -2.695 4.326  -1.534
C -2.110 -0.792 2.179  -0.656
C -2.421 0.457 2.719  0.070
C -3.712 0.955 2.572  -0.750
C -4.676 0.201 1.904  -0.481
C -4.355 -1.048 1.367  -0.467
C -3.065 -1.546 1.492  -0.406
H -2.088 -1.626 4.460  0.389
H -0.614 -1.368 5.451  0.333
H -1.069 -3.022 4.938  0.346
H 2.294 -1.990 1.426  0.567
H 1.921 -2.020 5.188  0.353
H 1.499 -3.666 4.677  0.339
H 2.885 -2.843 3.956  0.372
H -1.621 1.034 3.186  0.702
H -3.942 1.945 2.960  0.467
H -5.682 0.589 1.797  0.458
H -5.101 -1.638 0.835  0.453
H -2.752 -2.507 1.070  0.450

Computed properties:
ΔE to the lowest compared entry with this formula, charge and spin in eV: 0.000
Gap between HOMO and LUMO in Eh: 0.17459
E_tot in Ha: -2475.52584
Total charge: +2



ORCA calculation (wB97M-V/def2-TZVPD) on a structure of composition C26H29AsBeCl3O2PS.

Each line ends with the Mulliken charge.
CARTESIAN COORDINATES (ANGSTROEM)
Be 0.341 1.052 -1.001  0.702
S -1.344 2.194 -1.115  -0.493
C -2.496 1.408 -0.019  0.723
C -3.622 2.130 0.393  -0.775
C -4.573 1.552 1.214  -0.608
C -4.429 0.239 1.652  -0.770
C -3.317 -0.485 1.257  -0.265
C -2.359 0.092 0.428  -0.456
As -0.778 -0.862 -0.159  0.796
C -0.565 -2.116 1.294  -0.297
C -0.023 -1.607 2.471  0.243
C 0.099 -2.413 3.591  -0.819
C -0.313 -3.739 3.539  -0.522
C -0.854 -4.247 2.368  -0.706
C -0.986 -3.438 1.244  -0.268
C -1.446 -1.903 -1.652  0.204
C -2.566 -1.458 -2.346  -0.559
C -3.000 -2.147 -3.470  -0.716
C -2.322 -3.277 -3.905  -0.536
C -1.198 -3.715 -3.219  -0.834
C -0.757 -3.024 -2.099  -0.339
H -3.737 3.153 0.058  0.452
H -5.436 2.132 1.519  0.371
H -5.171 -0.212 2.297  0.390
H -3.193 -1.506 1.598  0.415
H 0.296 -0.573 2.518  0.343
H 0.516 -2.007 4.504  0.430
H -0.216 -4.372 4.411  0.371
H -1.183 -5.278 2.324  0.420
H -1.429 -3.842 0.343  0.439
H -3.099 -0.573 -2.020  0.359
H -3.871 -1.794 -4.008  0.418
H -2.664 -3.812 -4.781  0.399
H -0.654 -4.587 -3.559  0.400
H 0.137 -3.362 -1.585  0.730
Cl 2.601 -2.431 -3.415  -0.142
C 2.415 -0.704 -3.830  0.737
Cl 3.918 -0.114 -4.557  -0.142
Cl 1.100 -0.526 -4.985  -0.124
C 2.168 0.063 -2.487  -0.011
O 3.077 0.109 -1.684  -0.532
O 0.995 0.564 -2.384  -0.088
C 3.523 4.367 -0.492  -1.352
C 2.530 3.347 -1.044  -0.572
P 1.826 2.175 0.175  1.072
C 3.278 1.469 1.030  -0.949
C 2.998 0.133 1.717  -1.101
C 1.018 3.272 1.393  -0.969
C 0.188 2.511 2.428  -0.847
H 3.861 5.030 -1.288  0.425
H 4.406 3.880 -0.076  0.308
H 3.083 4.991 0.287  0.308
H 2.997 2.741 -1.823  0.281
H 1.673 3.850 -1.502  0.423
H 3.651 2.216 1.734  0.634
H 4.034 1.319 0.259  0.411
H 2.368 0.251 2.599  0.236
H 3.928 -0.337 2.037  0.477
H 2.504 -0.556 1.031  0.161
H 0.373 3.942 0.822  0.402
H 1.785 3.877 1.883  0.557
H -0.588 1.916 1.944  0.066
H -0.304 3.202 3.114  0.462
H 0.806 1.842 3.031  0.223

Computed properties:
ΔE to the lowest compared entry with this formula, charge and spin in eV: 0.151
Gap between HOMO and LUMO in Eh: 0.30627
E_tot in Ha: -5529.42054
Total charge: 0